Entry 1:
DFT (ωB97M-V/def2-TZVPD) results for a single C3H5N3O molecule.

Summary:
**SMILES**: OCc1nc[nH]n1
**LUMO**: 0.0206 hartree
**E_HOMO**: -9.99 eV
**Multiplicity**: 1
**Total charge**: 0
**Energy above the lowest of the compared OMol25 structures with the same formula, charge and spin**: 309.8 kJ/mol

Geometry (Å):
H1 -1.94 -1.04 -0.33
H2 -2.75 0.96 -1.17
N1 0.54 -1.02 -0.10
N2 2.14 0.51 -0.37
N3 0.62 1.18 -0.65
H3 -1.67 -0.17 1.15
H4 3.15 0.73 -0.16
C1 1.81 -0.72 -0.06
C2 -1.65 -0.05 0.06
C3 -0.13 0.14 -0.33
H5 2.50 -1.47 0.30
O1 -2.61 0.93 -0.22

---

Entry 2:
DFT (ωB97M-V/def2-TZVPD) results for a single C3H5N3O molecule.

Summary:
**LUMO (alpha / beta)**: -0.0455 / -0.0455 hartree
**E_HOMO (alpha / beta)**: -9.05 / -9.05 eV
**Multiplicity**: 1
**Total charge**: 0
**Energy above the lowest of the compared OMol25 structures with the same formula, charge and spin**: 381.6 kJ/mol

Geometry (Å):
O1 -2.51 1.59 0.10
N1 -0.28 -1.16 0.30
N2 -1.47 -0.81 0.29
H1 -2.17 -1.54 0.33
C1 0.50 0.01 0.11
H2 2.37 -0.28 -0.87
H3 -1.40 0.59 -1.30
H4 2.44 0.75 0.55
C2 1.98 -0.14 0.13
C3 -1.57 0.90 -0.22
N3 -0.14 1.10 -0.14
H5 2.26 -1.00 0.73

---

Entry 3:
DFT (ωB97M-V/def2-TZVPD) results for a single C3H5N3O molecule.

Summary:
**SMILES**: Nc1nc(O)c[nH]1
**LUMO**: 0.0313 hartree
**E_HOMO**: -7.78 eV
**Multiplicity**: 1
**Total charge**: 0
**Energy above the lowest of the compared OMol25 structures with the same formula, charge and spin**: 133.6 kJ/mol

Geometry (Å):
N1 -2.02 -0.53 0.90
O1 2.33 -0.70 -0.80
H1 3.09 -1.12 -0.38
H2 1.34 1.77 -1.06
H3 -1.22 1.54 -0.68
C1 -0.73 -0.17 0.49
H4 -2.68 -0.41 0.14
H5 -2.05 -1.48 1.24
C2 0.84 1.08 -0.41
N2 0.38 -0.86 0.65
C3 1.32 -0.15 -0.07
N3 -0.53 1.02 -0.15

---

Entry 4:
DFT (ωB97M-V/def2-TZVPD) results for a single C3H5N3O molecule.

Summary:
**LUMO**: 0.0239 hartree
**E_HOMO**: -8.57 eV
**Multiplicity**: 1
**Total charge**: 0
**Energy above the lowest of the compared OMol25 structures with the same formula, charge and spin**: 464.4 kJ/mol

Geometry (Å):
N1 -0.02 1.74 1.25
H1 -0.45 2.65 1.05
H2 0.77 -2.19 -1.08
N2 -0.71 0.78 -0.83
C1 0.69 -0.27 -0.45
H3 -0.89 -3.12 0.07
C2 -0.83 -2.03 0.26
H4 -0.85 1.68 -1.28
N3 0.17 -1.61 -0.49
O1 1.77 -0.03 -0.96
H5 0.46 1.65 2.13
C3 -0.12 0.76 0.33

---

Entry 5:
DFT (ωB97M-V/def2-TZVPD) results for 2 unconnected molecules or ions with the total composition C3H5N3O.

Summary:
**LUMO (alpha / beta)**: -0.0487 / -0.0480 hartree
**E_HOMO (alpha / beta)**: -8.42 / -8.43 eV
**Multiplicity**: 1
**Total charge**: 0
**Energy above the lowest of the compared OMol25 structures with the same formula, charge and spin**: 680.4 kJ/mol

Geometry (Å):
H1 -1.70 1.88 0.01
C1 -1.04 0.15 0.09
H2 0.15 -2.84 0.03
N1 2.08 1.36 -0.49
H3 -2.15 -1.63 0.09
H4 2.65 2.24 -0.53
N2 0.24 0.41 0.03
H5 2.16 1.11 0.50
C2 0.03 -1.77 0.04
O1 -2.07 1.00 0.15
N3 -1.24 -1.19 0.11
C3 0.90 -0.72 -0.02

---

Entry 6:
DFT (ωB97M-V/def2-TZVPD) results for a single C3H5N3O molecule.

Summary:
**SMILES**: [H]/N=C1/NN=CCO1
**LUMO**: 0.0239 hartree
**E_HOMO**: -9.01 eV
**Multiplicity**: 1
**Total charge**: 0
**Energy above the lowest of the compared OMol25 structures with the same formula, charge and spin**: 443.8 kJ/mol

Geometry (Å):
N1 -0.42 -1.19 0.32
H1 2.69 -0.45 -0.09
H2 1.14 1.69 0.87
N2 0.82 -1.37 -0.19
H3 -0.87 -2.04 0.03
C1 -1.28 -0.04 0.20
H4 1.54 1.56 -0.66
C2 0.99 0.98 0.05
C3 1.57 -0.40 -0.07
N3 -2.50 -0.26 -0.19
O1 -0.55 0.90 -0.03
H5 -3.12 0.64 -0.24

---

Entry 7:
DFT (ωB97M-V/def2-TZVPD) results for a single C3H5N3O2S molecule.

Summary:
**LUMO**: 0.0123 hartree
**E_HOMO**: -9.14 eV
**Multiplicity**: 1
**Total charge**: 0
**Energy above the lowest of the compared OMol25 structures with the same formula, charge and spin**: 43.4 kJ/mol

Geometry (Å):
S1 -0.40 0.00 2.61
H1 0.02 3.26 -0.27
H2 0.83 -1.86 -2.43
C1 0.01 1.30 0.56
O1 0.47 -0.49 -1.02
C2 0.12 -0.14 0.17
C3 0.38 -1.91 -1.48
H3 0.32 1.95 -1.38
N1 0.16 2.20 -0.37
N2 -0.36 1.50 1.75
N3 -0.21 -0.97 1.19
H4 0.94 -2.43 -0.75
H5 -0.56 -2.34 -1.70
O2 -1.72 -0.09 3.12

---

Entry 8:
DFT (ωB97M-V/def2-TZVPD) results for a single C3H5N3O3 molecule.

Summary:
**SMILES**: N/N=C\N(C=O)OC=O
**LUMO**: 0.0269 hartree
**E_HOMO**: -10.05 eV
**Multiplicity**: 1
**Total charge**: 0
**Energy above the lowest of the compared OMol25 structures with the same formula, charge and spin**: 507.6 kJ/mol

Geometry (Å):
C1 0.41 1.17 1.20
N1 -2.02 -0.33 -0.43
C2 2.00 -0.99 -0.30
H1 -1.73 -1.08 1.45
O1 1.12 -0.96 0.81
N2 0.13 -0.04 0.65
H2 2.81 -1.70 0.23
H3 -0.67 0.44 -1.76
N3 -1.64 0.61 -1.33
C3 -1.21 -0.62 0.48
O2 1.91 -0.45 -1.41
H4 -0.38 2.05 0.94
H5 -2.25 0.44 -2.23
O3 1.54 1.47 1.70

---

Entry 9:
DFT (ωB97M-V/def2-TZVPD) results for a single C3H5N3O3 molecule.

Summary:
**SMILES**: Nc1oc(=O)n(O)c1N
**LUMO**: 0.0220 hartree
**E_HOMO**: -7.83 eV
**Multiplicity**: 1
**Total charge**: 0
**Energy above the lowest of the compared OMol25 structures with the same formula, charge and spin**: 310.0 kJ/mol

Geometry (Å):
H1 1.42 1.42 -0.41
N1 0.46 1.40 -0.43
O1 -0.54 -0.15 -2.88
H2 0.11 1.93 -1.29
C1 -0.67 -2.00 -1.25
H3 -0.16 0.03 2.28
C2 -0.06 0.12 -0.40
N2 -0.37 -0.71 -1.62
C3 -0.16 -0.80 0.59
H4 -0.24 -0.76 -3.49
N3 0.08 -0.84 1.94
H5 -0.49 -1.60 2.40
O2 -0.59 -1.98 0.04
O3 -0.89 -2.94 -1.93

---

Entry 10:
DFT (ωB97M-V/def2-TZVPD) results for a single C3H5N3OS molecule.

Summary:
**SMILES**: Nn1[nH]cc(O)c1=S
**LUMO**: 0.0242 hartree
**E_HOMO**: -8.01 eV
**Multiplicity**: 1
**Total charge**: 0
**Energy above the lowest of the compared OMol25 structures with the same formula, charge and spin**: 215.8 kJ/mol

Geometry (Å):
C1 0.58 -0.59 -0.09
H1 -1.93 1.03 0.59
N1 -0.96 1.01 0.32
C2 0.34 0.17 -1.30
H2 -1.06 1.82 -1.67
C3 -0.62 1.10 -1.04
H3 0.50 -0.19 2.55
H4 -0.54 -1.36 2.23
O1 1.02 -0.03 -2.43
N2 -0.39 -0.37 2.15
N3 -0.30 -0.10 0.80
S1 1.71 -1.78 0.15
H5 1.66 -0.73 -2.26

---

Computed maximum force (eV Å⁻¹) in order:
2.3, 1.6, 1.1, 1.1, 0.4, 10.4, 6.0, 5.3, 3.9, 1.5